{
  "formula": "C15H23BHgN6Si",
  "method": "ωB97M-V/def2-TZVPD",
  "elements": ["H", "N", "B", "N", "C", "Hg", "H", "C", "H", "C", "H", "C", "H", "H", "H", "N", "N", "N", "N", "C", "C", "H", "H", "C", "C", "C", "C", "H", "H", "H", "H", "H", "C", "Si", "C", "C", "C", "C", "H", "H", "H", "H", "H", "H", "H", "H", "H"],
  "positions_angstrom": [[0.9675, 3.3185, -0.2904], [0.5623, 1.8017, -1.7152], [0.1687, 0.3482, -3.7761], [0.5469, 1.7008, -3.0729], [0.9055, 2.8897, -3.5748], [0.1710, -0.0152, -0.5770], [0.9564, 2.9912, -4.6378], [1.1387, 3.7562, -2.5139], [1.4374, 4.7682, -2.5911], [0.9072, 3.0412, -1.3500], [0.2255, 0.4763, -4.9490], [-0.5474, -1.8053, 0.5634], [-0.5582, -1.7579, 1.6424], [0.2281, -2.5362, 0.2608], [-1.5751, -2.0008, 0.2244], [-1.3048, -0.0560, -3.3628], [1.1614, -0.7748, -3.3129], [-1.6321, -0.2459, -2.0654], [1.2999, -1.0931, -2.0007], [-2.4120, -0.2424, -4.0954], [2.0186, -1.5376, -4.0002], [-2.3378, -0.1254, -5.1487], [2.0638, -1.4158, -5.0601], [-3.4477, -0.5620, -3.2292], [2.6887, -2.3593, -3.1008], [-2.9217, -0.5601, -1.9441], [2.2042, -2.0617, -1.8404], [-4.4425, -0.7681, -3.4931], [3.4277, -3.0743, -3.3390], [-3.3627, -0.7504, -0.9549], [2.4374, -2.4497, -0.8417], [-0.8591, 0.7967, 0.8271], [-1.5196, 0.8771, 5.2699], [0.0073, 0.0078, 4.6217], [1.5206, 0.8778, 5.2704], [0.0003, -1.7542, 5.2680], [0.0480, 0.0836, 2.8063], [-0.1720, 0.2141, 1.5191], [-1.5343, 0.8855, 6.3621], [-2.4209, 0.3746, 4.9129], [-1.5350, 1.9090, 4.9130], [1.5342, 0.8857, 6.3616], [2.4202, 0.3747, 4.9124], [1.5347, 1.9087, 4.9127], [-0.8864, -2.2851, 4.9140], [0.8871, -2.2845, 4.9133], [0.0000, -1.7717, 6.3619]],
  "orbital_gap_ev": [6.971, 6.970],
  "de_lowest_ev": 1.956,
  "total_energy_ha": -1381.52972,
  "multiplicity": 1
}

=====

{
  "formula": "C15H23Cl2N4O4SSe2Te2V",
  "method": "ωB97M-V/def2-TZVPD",
  "elements": ["V", "C", "N", "C", "C", "O", "C", "O", "C", "C", "O", "N", "C", "C", "H", "H", "H", "H", "H", "H", "H", "H", "H", "H", "H", "H", "H", "H", "H", "H", "Cl", "C", "C", "C", "C", "C", "Cl", "C", "S", "H", "H", "H", "Se", "Te", "Te", "Se", "N", "C", "N", "O", "H", "H", "H", "H"],
  "positions_angstrom": [[-0.6713, 0.7219, 1.0198], [-4.2983, -3.6135, -0.2445], [-2.8647, -3.5836, -0.0021], [-2.1928, -4.8738, -0.0316], [-2.1621, -2.4700, 0.2321], [-0.9488, -2.4561, 0.4269], [-2.9184, -1.1387, 0.2237], [-2.0489, -0.0486, 0.3540], [-0.9582, -0.1428, 2.8800], [0.4228, 0.2835, 3.1693], [0.7961, 1.1615, 2.3213], [1.2047, -0.1647, 4.1262], [2.5954, 0.2634, 4.2294], [0.7459, -1.2029, 5.0421], [-4.4999, -4.2582, -1.0995], [-4.6869, -2.6268, -0.4745], [-4.8287, -4.0102, 0.6234], [-2.2555, -5.3002, -1.0343], [-2.6709, -5.5559, 0.6726], [-1.1514, -4.7406, 0.2417], [-3.6592, -1.1076, 1.0276], [-3.4440, -1.0309, -0.7273], [-1.1599, -1.2095, 2.8862], [-1.6821, 0.4367, 3.4498], [3.2607, -0.5090, 3.8400], [2.8343, 0.4437, 5.2755], [2.7365, 1.1772, 3.6625], [0.9616, -2.1965, 4.6470], [-0.3233, -1.1062, 5.2100], [1.2613, -1.0803, 5.9917], [0.5293, 2.2774, -0.5844], [0.2674, 3.8439, 0.1613], [1.0644, 4.8966, -0.2432], [0.8599, 6.1347, 0.3406], [-0.1251, 6.2901, 1.3035], [-0.9084, 5.2139, 1.6857], [-2.1303, 5.4592, 2.8789], [-0.7328, 3.9449, 1.1204], [-1.7760, 2.6037, 1.5741], [1.8202, 4.7481, -1.0021], [1.4657, 6.9787, 0.0431], [-0.2967, 7.2517, 1.7662], [-2.0394, -1.4223, -3.4660], [2.2095, -1.1630, -3.8771], [-0.0429, -1.1268, -2.2600], [1.4512, -3.1703, -2.5043], [3.1244, 0.7157, 0.8010], [2.4570, -0.4181, 0.4986], [3.2054, -1.5283, 0.3014], [1.2135, -0.5032, 0.4598], [4.1022, 0.8050, 0.5895], [2.5954, 1.5520, 0.9738], [4.1931, -1.4404, 0.1313], [2.7388, -2.2923, -0.1694]],
  "orbital_gap_ev": [6.815, 6.818],
  "de_lowest_ev": 0.295,
  "total_energy_ha": -8706.74934,
  "multiplicity": 2,
  "charge": 1
}

=====

{
  "formula": "C15H23F9NO3P2Sm",
  "method": "ωB97M-V/def2-TZVPD",
  "elements": ["Sm", "P", "C", "C", "N", "C", "C", "C", "C", "C", "P", "H", "H", "H", "H", "H", "H", "H", "H", "O", "H", "H", "O", "H", "C", "H", "H", "H", "C", "H", "H", "H", "C", "H", "H", "H", "C", "H", "H", "H", "F", "C", "F", "F", "C", "O", "C", "F", "F", "F", "C", "F", "F", "F"],
  "positions_angstrom": [[-0.0986, -0.2760, 0.3166], [-2.7012, 0.3614, -0.6739], [-2.3885, 1.1557, -2.3608], [-0.9267, 1.3298, -2.7494], [0.1219, 0.9800, -1.9452], [1.3642, 1.3564, -2.2823], [1.5896, 2.0664, -3.4931], [0.5305, 2.3870, -4.3331], [-0.7060, 1.9620, -3.9944], [2.5730, 1.0881, -1.3834], [2.6546, -0.5383, -0.4335], [-1.5370, 2.1098, -4.6789], [2.5948, 2.3910, -3.6334], [0.7632, 2.9672, -5.2575], [3.4926, 1.0387, -2.0371], [2.5789, 1.8646, -0.5658], [-2.9881, 0.6697, -3.1129], [-2.8898, 2.1191, -2.3719], [-1.4282, -3.3655, -3.1151], [-1.2538, -3.5976, -3.9573], [-1.1974, -2.7656, -4.3454], [-0.6883, -4.0412, 0.9970], [-0.3212, -2.9033, 0.7580], [-0.4482, -3.1422, -0.1308], [3.1476, -1.7297, -1.7650], [3.9781, -1.3318, -2.3715], [3.4299, -2.6982, -1.3129], [2.2906, -1.8886, -2.4446], [4.1884, -0.3586, 0.4783], [4.3805, -1.2436, 1.0766], [5.0621, -0.1847, -0.1436], [4.1053, 0.4553, 1.1900], [-3.5053, 1.8036, 0.1035], [-4.5814, 1.8548, -0.1027], [-3.3234, 1.7650, 1.1764], [-3.0576, 2.7435, -0.2118], [-4.1137, -0.7764, -0.9150], [-4.3510, -1.1864, 0.0848], [-5.0113, -0.2687, -1.3055], [-3.8242, -1.5676, -1.6321], [-1.6612, 3.0378, 2.6635], [-1.2588, 1.9702, 3.4237], [-1.2591, 2.2774, 4.7407], [-2.2079, 0.9968, 3.2380], [0.1537, 1.4041, 3.0095], [0.1357, 1.3389, 1.6369], [1.2572, 2.4527, 3.3558], [1.4876, 2.3766, 4.6917], [2.3978, 2.1681, 2.6554], [0.9354, 3.7309, 3.0373], [0.3898, 0.0436, 3.5726], [-0.0299, -0.0842, 4.8253], [-0.3149, -0.9092, 2.8005], [1.6950, -0.3017, 3.3906]],
  "orbital_gap_ev": [7.807, 8.908],
  "total_energy_ha": -3104.82805,
  "multiplicity": 6,
  "charge": 2
}

=====

{
  "formula": "C15H23FN2",
  "method": "ωB97M-V/def2-TZVPD",
  "elements": ["C", "H", "H", "H", "C", "N", "C", "C", "H", "H", "C", "N", "H", "C", "H", "C", "C", "C", "C", "C", "C", "C", "H", "H", "F", "H", "H", "H", "H", "H", "C", "C", "H", "H", "H", "H", "H", "H", "H", "H", "H"],
  "positions_angstrom": [[3.1608, -2.8274, -3.4933], [2.3316, -3.4893, -3.7312], [2.9359, -1.8337, -3.8731], [4.0493, -3.1952, -3.9999], [3.4111, -2.7891, -1.9803], [2.3186, -2.3222, -1.1542], [1.1441, -3.1674, -1.1658], [0.2343, -2.7874, -0.0007], [-0.6446, -3.4363, 0.0036], [0.7731, -2.9242, 0.9371], [-0.1888, -1.3232, -0.1058], [-0.9684, -0.9625, 1.0661], [-1.6123, -1.7115, 1.2874], [-1.6562, 0.3154, 1.0099], [-1.6252, 0.7365, -0.0040], [-1.0174, 1.3197, 1.9901], [-1.7209, 2.6404, 1.9151], [-2.8222, 2.9041, 2.7214], [-3.5066, 4.1021, 2.6259], [-3.0768, 5.0394, 1.7053], [-1.9875, 4.8089, 0.8863], [-1.3171, 3.6045, 0.9983], [-0.4623, 3.4130, 0.3664], [-1.6778, 5.5632, 0.1801], [-3.7387, 6.2140, 1.6044], [-4.3594, 4.3156, 3.2509], [-3.1459, 2.1637, 3.4380], [0.0365, 1.4331, 1.7398], [-1.0860, 0.9039, 2.9954], [-2.7102, 0.1984, 1.2816], [1.0741, -0.4645, -0.2007], [1.9520, -0.9369, -1.3568], [2.8659, -0.3389, -1.3932], [1.4034, -0.7866, -2.3054], [0.8119, 0.5829, -0.3536], [1.6244, -0.5575, 0.7354], [-0.7742, -1.1871, -1.0389], [1.4634, -4.2072, -1.0602], [0.5734, -3.0754, -2.1086], [3.6669, -3.7959, -1.6359], [4.2680, -2.1395, -1.7772]],
  "orbital_gap_ev": 9.269,
  "de_lowest_ev": 0.043,
  "total_energy_ha": -794.74159,
  "smiles": "CCN1CCC(NCCc2ccc(F)cc2)CC1",
  "multiplicity": 1
}

=====

{
  "formula": "C15H23N3O4",
  "method": "ωB97M-V/def2-TZVPD",
  "elements": ["O", "O", "O", "O", "C", "C", "C", "C", "C", "C", "C", "C", "C", "N", "N", "N", "C", "C", "C", "C", "C", "C", "H", "H", "H", "H", "H", "H", "H", "H", "H", "H", "H", "H", "H", "H", "H", "H", "H", "H", "H", "H", "H", "H", "H"],
  "positions_angstrom": [[1.4968, -5.3998, 0.1697], [-0.1983, 4.9150, -0.6035], [2.4630, 2.4788, 1.6720], [0.1208, -5.4961, -1.6045], [0.5232, -4.9647, -0.4234], [-0.3236, 3.9854, -1.3857], [1.9575, 2.8388, 0.6120], [0.2550, -3.2762, 1.3993], [-1.6055, -1.7512, 1.5171], [-0.2312, -3.8403, 0.1985], [-1.4292, -3.3096, -0.3336], [-0.4161, -2.2419, 2.0573], [-2.1211, -2.2752, 0.3258], [-1.9634, -3.7915, -1.5163], [2.5901, 3.6876, -0.2091], [0.0617, 2.7418, -1.1036], [-0.9090, 4.2255, -2.7571], [0.1459, -1.6770, 3.3367], [-3.4109, -1.7089, -0.2249], [3.9124, 4.2519, 0.0507], [0.5161, 0.7659, 0.2202], [0.5606, 2.3002, 0.2065], [0.7724, -6.1954, -1.7724], [1.1744, -3.6484, 1.8463], [-2.1314, -0.9503, 2.0290], [-2.9633, -3.6894, -1.6576], [-1.4978, -4.6188, -1.9027], [2.0756, 4.0230, -1.0078], [-0.0602, 2.0363, -1.8108], [-1.7544, 3.5584, -2.9150], [-1.2488, 5.2594, -2.8163], [-0.1471, 4.0490, -3.5137], [0.3033, -2.4798, 4.0642], [1.1060, -1.1881, 3.1440], [-0.5336, -0.9414, 3.7785], [-4.1632, -2.4982, -0.3142], [-3.8129, -0.9309, 0.4317], [-3.2401, -1.2688, -1.2122], [3.8688, 4.8886, 0.9364], [4.2462, 4.8436, -0.8021], [4.6256, 3.4459, 0.2349], [-0.4865, 0.4189, -0.0301], [1.2313, 0.3608, -0.4964], [0.7742, 0.4044, 1.2158], [-0.1335, 2.6627, 0.9667]],
  "orbital_gap_ev": 8.413,
  "de_lowest_ev": 0.000,
  "total_energy_ha": -1050.68128,
  "smiles": "Cc1cc(C)c(N)c(C(=O)O)c1.CNC(=O)[C@H](C)NC(C)=O",
  "multiplicity": 1
}